Entry 1:
ORCA calculation (ωB97M-V/def2-TZVPD) on C40H33AsClF6N5PS3V as an isolated structure.

The expectation value of S² is 2.039. For the total energy, the calculation gives -206623.5596 eV. The net charge is -2. The calculation puts the HOMO-LUMO gap (alpha / beta) at 6.33 / 6.54 eV. The spin multiplicity is 3. The calculation puts the largest force on an atom at 0.47 eV/Å. The energy relative to the best compared isomer or geometry (same formula, charge and spin) comes out at 0.0 kcal/mol.

Structure (XYZ):
```
91
Properties=species:S:1:pos:R:3:mulliken_charge:R:1
V -0.582 0.019 2.454 -0.3586
Cl -4.042 1.031 -1.532 -0.1795
C -3.326 2.181 -2.618 0.5398
C -4.112 3.246 -3.035 -0.5884
C -3.600 4.159 -3.941 -0.5648
C -2.312 3.991 -4.432 -0.7288
C -1.539 2.928 -3.994 -0.3109
C -2.019 2.007 -3.062 -0.0524
P -1.060 0.596 -2.368 0.8577
C -1.637 -0.713 -3.521 0.2020
C -2.253 -1.826 -2.957 0.0534
C -2.737 -2.848 -3.769 -0.7783
C -2.607 -2.763 -5.145 -0.4323
C -1.996 -1.651 -5.718 -0.7084
C -1.519 -0.634 -4.908 -0.2346
C 0.628 0.927 -2.993 0.1746
C 1.411 -0.056 -3.595 -0.4468
C 2.743 0.185 -3.905 -0.6185
C 3.315 1.416 -3.624 -0.5510
C 2.552 2.397 -3.006 -0.6976
C 1.230 2.148 -2.678 -0.4395
H -5.109 3.346 -2.630 0.4530
H -4.208 4.998 -4.257 0.3601
H -1.903 4.693 -5.148 0.3863
H -0.531 2.815 -4.371 0.3731
H -2.351 -1.891 -1.879 0.4582
H -3.213 -3.709 -3.315 0.4446
H -2.983 -3.560 -5.776 0.3616
H -1.896 -1.580 -6.795 0.3956
H -1.046 0.234 -5.355 0.3543
H 0.987 -1.029 -3.815 0.2812
H 3.334 -0.602 -4.359 0.3747
H 4.356 1.600 -3.860 0.3613
H 2.994 3.350 -2.743 0.3890
H 0.664 2.909 -2.150 0.4693
S 0.225 -1.832 3.878 -0.5331
C 1.778 -1.144 4.256 0.3076
C 2.881 -1.966 4.492 -0.7995
C 4.134 -1.445 4.795 0.5334
C 5.223 -2.347 5.028 -0.0595
N 6.098 -3.071 5.219 -0.6401
C 4.302 -0.054 4.867 0.6237
C 3.208 0.773 4.636 -0.9278
C 1.946 0.261 4.339 0.5346
S 0.621 1.375 4.064 -0.5801
C 5.577 0.524 5.173 -0.1297
N 6.593 1.003 5.426 -0.6384
H 2.755 -3.038 4.424 0.4505
H 3.340 1.846 4.678 0.4917
F -1.816 1.807 2.080 -0.6760
As -2.050 3.529 1.621 2.2546
F -3.694 3.144 1.251 -0.4845
F -1.598 3.112 -0.004 -0.3812
F -2.297 5.183 1.185 -0.5325
F -0.390 3.827 1.992 -0.4302
F -2.485 3.851 3.264 -0.5429
C 2.760 -3.343 -1.256 -1.0422
N 1.602 -3.389 -0.392 0.1708
C 0.411 -2.971 -1.105 -0.8522
C 1.762 -2.692 0.894 -2.3623
C 1.998 -1.195 0.803 1.4015
C 3.248 -0.748 0.373 -0.2128
C 3.512 0.598 0.158 -1.1353
C 2.490 1.516 0.343 -0.7347
C 1.256 1.075 0.800 -0.4563
C 0.991 -0.266 1.104 2.3684
H 2.612 -4.039 -2.087 0.3523
H 3.652 -3.659 -0.708 0.3459
H 2.963 -2.348 -1.683 0.3016
H 0.339 -3.520 -2.049 0.3844
H 0.404 -1.892 -1.340 0.2593
H -0.478 -3.178 -0.510 0.3534
H 2.600 -3.171 1.414 0.4935
H 0.864 -2.874 1.482 0.2067
H 4.043 -1.472 0.222 0.4288
H 4.497 0.921 -0.160 0.4005
H 2.651 2.572 0.153 0.5229
H 0.489 1.835 0.942 0.0067
C -2.559 0.159 5.390 -1.1586
C -3.167 -0.614 4.267 0.9334
C -4.401 -1.249 4.365 -1.0469
C -4.855 -1.912 3.235 -0.2009
N -4.200 -1.972 2.085 -0.5866
C -3.017 -1.335 2.053 -0.9120
S -1.980 -1.246 0.704 0.1835
N -2.498 -0.680 3.121 0.6124
H -3.215 0.148 6.260 0.3757
H -2.382 1.190 5.077 0.1693
H -1.582 -0.257 5.636 0.1911
H -4.978 -1.216 5.277 0.3888
H -5.814 -2.424 3.265 0.4100
```


Entry 2:
ORCA calculation (ωB97M-V/def2-TZVPD) on C40H33BiBrF6N7O8PS5 as an isolated structure in a non-equilibrium geometry.

For the total energy, the calculation gives -224477.9262 eV. The net charge is -1. The calculation puts the HOMO-LUMO gap at 7.73 eV. The calculation puts the largest force on an atom at 3.24 eV/Å. The energy relative to the best compared isomer or geometry (same formula, charge and spin) comes out at 81.0 kcal/mol.

Structure (XYZ):
```
102
Properties=species:S:1:pos:R:3:mulliken_charge:R:1
Bi 0.240 0.175 0.957 1.4044
O -1.431 4.773 0.148 -0.6693
C -0.646 5.674 0.823 0.7902
C -1.028 6.982 0.755 -0.8649
C -0.162 7.966 1.215 -0.1432
C 1.050 7.667 1.799 -1.0843
C 1.427 6.351 1.919 -0.5575
C 0.625 5.304 1.408 -0.0850
C 1.195 3.947 1.446 0.7445
O 0.581 2.926 1.253 -0.0927
N -9.769 -2.494 -1.829 -0.5730
N -8.586 -2.477 -2.101 0.0880
C -7.747 -3.111 -1.183 -0.5218
C -6.419 -3.203 -1.420 0.2445
Br -1.942 0.374 2.635 -0.6198
C -5.177 -3.444 -1.674 -0.8115
C -4.934 -4.833 -2.186 0.7593
C -4.261 -5.018 -3.392 -0.3198
C -3.918 -6.314 -3.852 -0.5219
C -4.405 -7.358 -3.035 -0.5772
C -4.990 -7.122 -1.745 -0.4688
C -5.326 -5.848 -1.343 -0.3181
H -1.022 3.866 0.287 0.1723
H -1.881 7.296 0.268 0.5306
H -0.481 9.040 1.115 0.2947
H 1.709 8.425 1.992 0.4923
H 2.454 6.167 2.260 0.4192
H 2.266 3.863 1.665 0.3304
H -9.894 -3.054 -0.975 0.2808
H -8.185 -3.567 -0.199 0.2385
H -4.335 -2.835 -1.425 0.5843
H -4.059 -4.189 -4.007 0.4625
H -3.374 -6.409 -4.786 0.4059
H -4.031 -8.358 -3.263 0.3041
H -5.173 -7.945 -1.100 0.4244
H -5.706 -5.741 -0.309 0.3167
F 0.491 1.994 5.542 -0.2496
C 1.762 2.296 5.109 0.6200
F 2.396 2.937 6.087 -0.2216
F 1.704 3.095 4.035 -0.1723
S 2.429 0.660 4.638 0.9677
O 1.538 0.001 3.696 -0.5259
O 2.690 -0.038 5.861 -0.6934
N 3.727 1.282 4.044 -0.6584
S 4.144 1.398 2.566 1.2198
O 4.523 2.744 2.230 -0.7187
O 3.275 0.632 1.710 -0.2757
C 5.849 0.513 2.543 0.4234
F 5.941 -0.688 3.099 -0.2513
F 6.252 0.342 1.322 -0.2370
F 6.798 1.228 3.160 -0.2302
N 1.618 -5.725 5.268 -0.6413
C 1.087 -5.172 4.023 1.2140
C 0.396 -4.021 4.114 -0.7978
C -0.177 -3.405 3.028 -0.3433
C -0.065 -4.024 1.776 -0.2007
C 0.665 -5.246 1.656 -0.2890
C 1.192 -5.826 2.832 -0.9388
S -0.724 -3.182 0.373 1.1570
O -0.710 -3.922 -0.831 -0.6969
O -1.994 -2.599 0.750 -0.7436
N 0.316 -1.969 0.309 -0.2888
C 1.622 -2.244 -0.098 0.3243
N 2.379 -1.169 -0.211 0.5451
C 3.637 -1.404 -0.511 -0.0875
C 4.156 -2.658 -0.793 -1.3066
C 3.221 -3.710 -0.636 -0.2691
N 1.967 -3.516 -0.288 -0.4295
H 1.863 -4.970 5.893 0.2487
H 2.415 -6.381 5.168 0.2317
H 0.536 -3.496 5.042 0.1772
H -0.641 -2.426 3.147 0.2863
H 0.742 -5.724 0.710 0.6005
H 1.669 -6.719 2.803 0.4728
H 4.342 -0.553 -0.525 0.3727
H 5.197 -2.722 -0.972 0.4412
H 3.445 -4.759 -0.842 0.4370
S 1.299 -0.239 -3.170 -0.4199
P 0.212 1.341 -2.685 1.2150
S -1.239 1.029 -1.149 -0.6168
C 1.423 2.615 -2.239 0.5583
C 2.531 2.195 -1.545 -0.4953
C 3.264 3.168 -0.832 -0.4215
C 3.004 4.497 -1.103 -0.7789
C 1.967 4.947 -1.858 -0.6113
C 1.194 3.962 -2.463 0.1843
C -0.606 2.306 -4.008 0.2584
C 0.289 2.619 -5.023 -0.5506
C -0.040 3.640 -5.897 -0.5345
C -1.194 4.389 -5.763 -0.3174
C -2.134 4.035 -4.780 -0.7395
C -1.731 3.060 -3.824 -0.3137
H 2.693 1.102 -1.477 -0.1229
H 4.094 2.985 -0.121 0.5347
H 3.657 5.200 -0.544 0.2455
H 1.606 5.986 -1.696 0.3658
H 0.282 4.230 -3.010 0.1402
H 1.178 2.039 -5.054 0.4540
H 0.690 3.921 -6.646 0.3686
H -1.389 5.230 -6.492 0.3114
H -3.104 4.495 -4.650 0.4005
H -2.281 2.914 -2.920 0.3546
```


Number 2 is which compound?
C40H33BiBrF6N7O8PS5


Number 1 is which compound?
C40H33AsClF6N5PS3V


What is the energy relative to the best compared isomer or geometry (same formula, charge and spin) in the second record?
81.0 kcal/mol